Record 1
Below is the molecule C13H16N4O3S2 at a distorted geometry, with properties calculated with ωB97M-V/def2-TZVPD.

Properties
Largest force on an atom   0.01981 Eh/bohr
Energy above the lowest of the compared OMol25 structures with the same formula, charge and spin   135.1 kJ/mol
E_LUMO   0.40 eV
SMILES   CSc1cccc(NC(=O)CN(C)S(=O)(=O)c2cnc[nH]2)c1
Energy   -1746.10805 Ha
Total charge   0
Orbital gap   0.317 Ha

Last column: Löwdin charge in e.
Atoms and positions in Å:
1 C 0.40779 3.01784 2.59198  -0.070
2 N 3.05333 -4.30136 0.85053  0.061
3 H 2.09038 -1.77356 -3.99769  0.095
4 O -0.58144 -3.50583 -1.71780  -0.268
5 C -0.44005 1.97952 0.60877  -0.206
6 H 1.63424 2.03183 1.13593  0.102
7 H -0.47951 -0.06768 -2.71673  0.131
8 C 0.63627 2.31743 1.41814  -0.013
9 H 1.22302 0.35793 -3.05027  0.145
10 C 1.90368 -4.36988 0.14311  -0.115
11 C -4.69391 2.68127 1.60366  -0.399
12 C -0.86925 3.38069 2.96517  -0.126
13 O -0.57799 -1.49960 -0.29049  -0.260
14 C 1.49606 -3.10228 -0.19032  -0.314
15 O 1.75458 0.33401 -0.34435  0.040
16 H -5.68376 2.86137 2.01132  0.030
17 H 1.43218 -5.30318 -0.08525  0.110
18 H 4.20374 -2.64025 1.45391  0.121
19 N -0.28862 1.29873 -0.61053  0.140
20 N 2.42950 -2.25403 0.33187  0.102
21 H -1.14396 1.21589 -1.14258  0.145
22 C 1.23120 -2.22380 -3.49948  -0.088
23 C 0.72673 0.49151 -0.97865  -0.470
24 H 2.39002 -1.24143 0.22242  0.112
25 H 1.45381 -3.25939 -3.25601  0.087
26 H 0.36463 -2.20201 -4.16887  0.095
27 S -3.54543 3.55024 2.71010  0.891
28 S 0.14817 -2.43905 -1.10158  0.700
29 C 3.34290 -3.02766 0.94731  -0.175
30 H -4.47797 1.61711 1.61400  0.040
31 H -4.63307 3.09041 0.59911  0.034
32 C -1.94946 3.04045 2.15310  -0.545
33 H -2.55265 2.08149 0.32501  0.096
34 N 0.97997 -1.53333 -2.25813  -0.284
35 C 0.55401 -0.15748 -2.35262  -0.115
36 H 1.24277 3.28126 3.22305  0.108
37 C -1.73235 2.34969 0.97287  -0.036
38 H -1.04960 3.92313 3.87999  0.099

---

Record 2
Below is the molecule C13H16S at a distorted geometry, with properties calculated with ωB97M-V/def2-TZVPD.

Properties
Largest force on an atom   0.06798 Eh/bohr
Energy above the lowest of the compared OMol25 structures with the same formula, charge and spin   488.2 kJ/mol
E_LUMO   0.76 eV
SMILES   CC[C@@H]1/C=C2/C[C@@H]2[C@@H]2CC(=C=C1C)S2
Energy   -902.89827 Ha
Total charge   0
Orbital gap   0.318 Ha

Last column: Löwdin charge in e.
Atoms and positions in Å:
1 S -2.85086 -1.82785 0.36590  0.885
2 C -2.06308 2.34843 -0.78340  -0.072
3 H 2.84689 -0.83936 1.03494  0.016
4 H -0.22663 -0.88667 -0.97448  0.154
5 C 0.70610 -0.98124 0.98889  -0.169
6 H 2.36272 -2.43353 1.15890  0.102
7 H -3.14546 0.10535 2.51823  0.111
8 H -3.90178 0.32232 0.40077  0.081
9 C -2.25340 0.06134 1.87115  -0.182
10 C -1.68966 -1.32205 1.69821  -0.456
11 H -2.54986 0.32457 -1.72595  0.138
12 C 2.12099 -1.39568 1.55409  -0.017
13 H 2.26875 -1.36943 2.59827  0.058
14 C 0.31663 1.06654 -0.45854  -0.022
15 H 1.50762 -0.71180 -2.36060  0.114
16 C 3.08609 0.12489 -1.34668  -0.130
17 C -0.45319 -1.47440 1.30539  -0.054
18 H 3.61910 0.24800 -0.36101  0.073
19 H 2.75346 1.06536 -1.68948  0.035
20 C -2.87025 0.01325 0.45182  -0.490
21 H 2.13658 -1.87713 -0.93577  0.148
22 C 0.65826 -0.36959 -0.44394  -0.295
23 H -2.26062 3.01699 0.12026  0.135
24 C -2.20398 0.80727 -0.78245  -0.193
25 H -2.47719 2.91043 -1.58822  0.084
26 C -0.87807 1.53515 -0.85992  -0.160
27 H -1.54682 0.82959 2.10529  0.107
28 C 1.85649 -0.77899 -1.31866  -0.220
29 H 1.16074 1.76219 -0.52450  0.107
30 H 3.97045 -0.27397 -2.01851  0.113

---

Record 3
Below is C13H17AlN3O4 as an isolated structure, with properties calculated with ωB97M-V/def2-TZVPD.

Properties
Largest force on an atom   0.00910 Eh/bohr
E_LUMO   1.61 eV
Energy   -1213.05530 Ha
Total charge   -1
Orbital gap   0.221 Ha

Last column: Löwdin charge in e.
Atoms and positions in Å:
1 H -1.50361 -2.51565 1.40629  0.116
2 C -3.13738 0.62270 2.96771  -0.074
3 N 1.61160 0.54859 0.73236  -0.114
4 H 2.15317 1.31459 0.35043  0.007
5 C -0.62983 -0.51932 -4.43210  -0.082
6 C 1.33231 1.12726 -3.48444  -0.138
7 Al 3.99263 0.77165 2.58452  0.109
8 H 1.42461 0.34618 2.83152  0.009
9 H 2.13955 1.17053 -5.45308  0.116
10 H 0.43123 0.95864 -1.55376  0.100
11 H 3.85340 2.27872 3.22704  -0.170
12 H -4.71882 -0.73419 3.56591  0.112
13 C 1.35141 0.78670 -4.82246  -0.011
14 H 2.16838 -1.00403 2.03176  0.022
15 H -0.36951 -0.24536 1.22761  0.064
16 O 2.25135 2.40798 -1.82300  0.084
17 C -3.77329 -0.60495 3.06191  -0.019
18 H 4.89128 0.81055 1.20348  -0.159
19 C -1.94008 -1.62128 1.82518  0.004
20 N 2.40056 2.01443 -2.95628  -0.345
21 C 0.34802 -0.04453 -5.29637  -0.078
22 C -0.61399 -0.16795 -3.08864  -0.062
23 C 0.37533 0.66952 -2.59617  0.002
24 H -1.41586 1.68381 2.23305  0.113
25 H -3.59392 1.49509 3.41697  0.102
26 H -1.40721 -1.17217 -4.80756  0.102
27 O 3.33864 2.27165 -3.68413  0.073
28 N -3.83313 -3.00925 2.56653  -0.357
29 C -3.15532 -1.69924 2.48238  -0.158
30 H 4.62610 -0.27688 3.68091  -0.167
31 H 1.70364 -0.19325 0.04897  0.040
32 O -3.28744 -3.96697 2.05605  0.065
33 C -1.31870 -0.38500 1.73430  -0.054
34 C -1.92181 0.72939 2.30459  -0.058
35 H 0.33534 -0.32545 -6.34122  0.102
36 H -1.37017 -0.54810 -2.41453  0.107
37 O -4.89079 -3.06537 3.16587  0.056
38 C 2.15232 0.09098 2.04841  -0.460

---

Record 4
Below is C13H17BeIN2 as an isolated structure at a distorted geometry, with properties calculated with ωB97M-V/def2-TZVPD.

Properties
Largest force on an atom   0.11123 Eh/bohr
Energy above the lowest of the compared OMol25 structures with the same formula, charge and spin   637.0 kJ/mol
E_LUMO (spin up / spin down)   0.18 / -0.44 eV
Energy   -927.37989 Ha
Total charge   0
Orbital gap (spin up / spin down)   0.253 / 0.164 Ha

Last column: Löwdin charge in e.
Atoms and positions in Å:
1 H -4.24764 0.27189 3.19360  0.094
2 C 0.61115 0.12137 -3.29919  -0.125
3 C 1.79771 -0.26516 2.00534  -0.039
4 H -1.31589 1.62035 -0.41027  0.000
5 C 0.70804 -0.12627 1.13895  -0.172
6 H -2.27051 1.68919 -1.88717  -0.042
7 H -3.78851 0.16291 0.74797  0.081
8 H 0.70311 1.00134 -2.62981  0.084
9 H 0.08274 -1.99986 -3.47409  0.093
10 H 0.02006 -0.00159 3.81473  0.087
11 H 4.33275 -0.24049 -0.25920  0.101
12 H 2.43584 0.14805 -1.72343  0.093
13 H 0.11822 -1.67104 -1.75633  0.045
14 C 2.24710 -0.00853 -0.65044  -0.150
15 C -0.64906 -0.01998 1.74438  -0.208
16 H 1.60774 -0.34689 3.06853  0.091
17 H 1.65151 -1.75704 -2.65367  0.106
18 C -0.84231 0.03208 3.15404  -0.029
19 N -1.73767 0.05394 0.96945  -0.033
20 H 3.93037 -0.43699 2.25520  0.096
21 H -0.58802 2.09854 -1.98228  0.017
22 Be 0.02635 -0.10049 -1.68728  -0.274
23 C -2.11539 0.14172 3.69664  -0.082
24 C 3.33586 -0.19064 0.18443  -0.099
25 C -2.96684 0.13949 1.46613  -0.175
26 H 1.54939 0.18813 -3.86670  0.119
27 C 0.61210 -1.39667 -2.73172  -0.174
28 H -2.24614 0.18914 4.77743  0.103
29 C -3.22267 0.19154 2.84407  -0.075
30 C -1.28870 1.41659 -1.48110  -0.345
31 C 3.11003 -0.31282 1.55189  -0.110
32 I -2.33038 -0.82000 -1.88385  0.791
33 N 0.94165 -0.07126 -0.22928  0.020
34 H -0.21198 0.29940 -4.00698  0.108

---

Record 5
Below is C13H17ClOYb as an isolated structure at a distorted geometry, with properties calculated with ωB97M-V/def2-TZVPD.

Properties
2S+1   2
Largest force on an atom   0.03093 Eh/bohr
Expectation value of S²   0.75
E_LUMO (spin up / spin down)   3.14 / 3.14 eV
Energy   -2199.81493 Ha
Total charge   -1
Orbital gap (spin up / spin down)   0.269 / 0.269 Ha

Last column: Löwdin charge in e.
Atoms and positions in Å:
1 C -1.46378 3.05276 -0.01498  -0.248
2 H -0.73747 -2.80665 -3.71382  0.062
3 H 2.09846 -1.35024 3.33589  0.079
4 H -0.82694 3.74296 -0.56939  0.082
5 O 0.03691 -0.76496 -1.16257  -0.424
6 C -2.94575 1.36437 0.49369  -0.270
7 C 2.10926 -0.62434 2.52286  -0.212
8 H -0.74147 -2.62813 -1.09580  0.122
9 H 1.30549 -3.49347 -1.01028  0.069
10 H 2.74075 -1.90581 0.80433  0.078
11 C 1.89301 0.77830 2.63538  -0.230
12 H -2.94846 1.77218 2.69391  0.072
13 H -1.80499 -1.55345 -3.03431  0.064
14 Cl -1.31181 -0.71509 2.37082  -0.129
15 H -1.26798 3.77509 2.10578  0.084
16 C -0.76864 -1.87958 -3.12885  -0.090
17 H 2.04238 2.42933 1.06588  0.076
18 C 2.43965 -0.92601 1.17554  -0.191
19 H -3.62123 0.52013 0.41401  0.086
20 H 1.63196 1.30453 3.55924  0.077
21 H 2.65569 0.36955 -0.63204  0.077
22 H -0.23669 -1.10714 -3.69769  0.075
23 H 2.04525 -2.14088 -1.88573  0.064
24 C 1.20014 -2.82254 -1.87522  -0.076
25 C -1.67957 3.06884 1.39085  -0.197
26 H 1.26673 -3.45001 -2.78124  0.063
27 H -2.34345 1.74673 -1.62940  0.090
28 C -0.09915 -2.02565 -1.77441  -0.588
29 Yb -0.35790 0.59163 0.53589  1.423
30 C 2.10735 1.36060 1.33413  -0.296
31 C -2.25759 2.00862 -0.57338  -0.274
32 C 2.42838 0.28450 0.43116  -0.271
33 C -2.58851 2.02383 1.70975  -0.250

---

Record 6
Below is C13H17CoF6NO9S3 as an isolated structure at a distorted geometry, with properties calculated with ωB97M-V/def2-TZVPD.

Properties
Largest force on an atom   0.02634 Eh/bohr
Energy above the lowest of the compared OMol25 structures with the same formula, charge and spin   66.1 kJ/mol
E_LUMO (spin up / spin down)   2.39 / 2.40 eV
Energy   -4414.07307 Ha
Total charge   -1
Orbital gap (spin up / spin down)   0.317 / 0.317 Ha

Last column: Löwdin charge in e.
Atoms and positions in Å:
1 S 0.32654 2.91115 -1.84436  0.632
2 F 4.64740 2.37231 -2.10792  0.139
3 C -0.54572 0.35263 2.53174  -0.266
4 C -0.71627 1.19892 1.32405  -0.076
5 F 0.62871 1.32691 -3.95149  0.125
6 H -1.30345 -2.19323 1.73462  0.062
7 O -2.86310 -0.50700 0.57812  -0.345
8 H -0.85821 -2.93546 -1.64783  0.126
9 H -1.05868 -3.57292 0.66207  0.078
10 O 1.77734 0.31745 -0.82063  -0.273
11 C 0.28800 -1.90572 0.32551  -0.223
12 H 0.33142 -2.27702 -3.70335  0.085
13 O -0.11573 4.26344 -1.76675  -0.240
14 C 0.90240 -0.80635 4.09027  -0.090
15 O -5.16175 0.07670 -0.20726  -0.278
16 H 0.82803 -1.15484 0.88933  0.082
17 C -1.64646 -0.04216 3.29489  -0.047
18 S -3.76451 0.29061 -0.40512  0.356
19 H -1.60864 -1.48805 -2.31324  0.106
20 H -0.07141 -1.81895 5.71469  0.092
21 N 1.79998 2.79189 -1.36009  -0.276
22 H 1.42491 -2.04967 -2.33231  0.073
23 H -2.34083 -1.12188 5.00592  0.098
24 C -0.20207 -1.20927 4.82872  -0.109
25 H 1.90083 -1.08983 4.40043  0.098
26 C 0.49966 -1.70071 -2.79100  -0.056
27 H 0.63457 -0.65744 -3.05539  0.050
28 O 3.23670 1.87315 0.43141  -0.267
29 O -3.19412 -0.07500 -1.72409  -0.329
30 C -0.55050 -2.78541 1.22192  -0.040
31 S 2.53654 1.52941 -0.76708  0.586
32 H 0.09473 -3.25343 1.96792  0.083
33 H 1.59588 0.30491 2.39139  0.109
34 C 3.86537 1.29840 -2.02157  -0.676
35 O -0.53698 -1.20066 -0.61823  -0.248
36 Co -1.47824 0.47499 -0.27713  0.551
37 C -0.69164 -1.87927 -1.87980  -0.201
38 C 0.37249 2.60363 -3.66226  -0.669
39 H -2.63781 0.24504 2.97528  0.114
40 F -0.79718 2.93053 -4.20118  0.153
41 F 1.32615 3.35818 -4.21279  0.136
42 H 0.21519 1.69174 1.05083  0.068
43 F 4.61897 0.25157 -1.67101  0.131
44 O -0.60051 1.90460 -1.35191  -0.302
45 C -1.47426 -0.81861 4.43133  -0.088
46 H -1.49180 1.95178 1.47388  0.092
47 O -3.24201 1.66898 -0.12196  -0.317
48 H 1.02943 -2.47419 -0.23811  0.121
49 C 0.72949 -0.02579 2.95542  -0.062
50 F 3.34112 1.05393 -3.22586  0.129

---

- Which value of largest force on an atom does entry 5 give?
  0.03093 Eh/bohr